Entry 1:
216
Properties=species:S:1:pos:R:3 method="wB97M-V/def2-TZVPD" homo_ev=-8.0 energy_ev=-177995.955 lumo_ev=0.316 smiles="CCOP(=O)(OCC)OCC.CCOP(=O)(OCC)OCC.CCOP(=O)(OCC)OCC.CCOP(=O)(OCC)OCC.CCOP(=O)(OCC)OCC.CCOP(=O)(OCC)OCC.c1cc[nH]c1.c1cc[nH]c1.c1cc[nH]c1.c1cc[nH]c1.c1cc[nH]c1.c1cc[nH]c1"
P 6.150 -2.559 -2.040
P -5.285 -5.693 5.645
P -4.699 -6.215 0.156
P 0.580 6.370 3.629
P 0.833 1.885 0.365
P -2.378 1.391 -5.167
O 1.222 0.629 1.241
O -4.256 -6.443 6.357
O -0.162 5.954 2.280
O 7.346 -3.164 -2.609
O -0.374 2.606 0.743
O -1.522 2.473 -5.947
O -2.054 0.003 -5.493
O -4.722 -4.349 5.010
O 0.853 1.303 -1.130
O 4.906 -2.326 -2.988
O -3.337 -6.590 0.875
O 0.667 4.980 4.367
O -4.658 -4.642 -0.047
O -6.409 -5.080 6.590
O -3.873 1.828 -5.450
O -2.179 1.737 -3.648
O 2.059 6.578 3.083
O 6.308 -1.127 -1.384
O 5.497 -3.366 -0.842
O -6.113 -6.443 4.522
O -5.880 -6.641 0.883
O -4.589 -6.732 -1.342
O 2.207 2.689 0.418
O 0.027 7.484 4.380
N -3.031 0.567 4.090
N -1.208 -1.983 -3.624
N 6.196 4.797 -4.921
N 0.779 -5.381 -0.530
N 6.680 4.590 3.092
N 0.276 6.678 -3.165
C -1.579 5.621 2.314
C -0.278 7.632 -1.246
C 3.169 4.919 0.179
C -5.439 -6.224 -2.362
C -3.203 -7.960 1.351
C 4.455 -3.422 -3.854
C -3.585 -4.396 4.135
C 2.099 0.980 -3.150
C -0.078 2.364 -5.887
C -2.784 -3.114 0.037
C -6.645 -5.686 7.874
C 7.030 3.687 1.125
C 3.150 -2.976 -4.434
C 6.490 1.245 -1.341
C 0.850 -4.526 1.482
C -2.127 2.220 5.286
C 8.003 4.811 2.806
C -3.627 -4.008 -0.844
C 4.984 4.656 -5.541
C -0.674 -1.615 -2.429
C -1.968 -8.042 2.236
C -4.637 1.009 -6.392
C -8.495 -6.504 4.364
C 2.572 3.564 3.941
C 0.030 -5.194 0.609
C -0.703 -3.844 -2.559
C 2.487 7.936 2.847
C -4.678 -5.978 -3.638
C 2.058 0.707 -1.654
C 0.637 -0.622 0.926
C 6.095 4.447 -3.613
C 1.986 -4.757 -0.444
C 4.822 4.014 -3.385
C -5.869 1.723 -6.868
C 3.949 7.926 2.547
C -3.665 0.540 5.321
C 0.465 3.728 -5.466
C -2.565 3.029 -3.092
C -0.328 -2.755 -1.740
C -3.071 1.516 6.082
C -8.097 -5.421 8.213
C 4.116 4.187 -4.598
C -7.251 -5.774 3.929
C -3.259 -2.977 3.724
C 2.014 -4.140 0.789
C -2.144 1.601 4.053
C 6.068 3.950 2.057
C 8.235 4.257 1.573
C 0.050 -1.276 2.159
C -0.566 7.580 -2.584
C -1.189 -3.341 -3.736
C 2.169 3.914 -0.362
C 6.279 -3.539 0.347
C 6.628 -5.018 0.554
C 6.617 0.025 -2.187
C 1.096 6.131 -2.218
C 1.088 3.798 3.673
C -2.162 6.033 1.001
C -1.580 3.455 -2.039
C 0.813 6.752 -1.026
H -2.052 7.095 0.762
H -1.028 -7.840 1.729
H 2.038 -0.364 -1.438
H -9.350 -6.067 3.846
H 0.988 3.971 2.596
H 2.396 3.668 -1.404
H -3.991 0.680 -7.211
H -4.903 0.073 -5.886
H -0.621 8.403 -0.578
H -7.232 -4.705 4.156
H 2.732 3.426 5.010
H 0.285 1.587 -5.210
H -1.932 -9.026 2.715
H -8.215 -4.335 8.131
H 1.901 5.444 -2.412
H 2.233 8.556 3.701
H 7.405 -5.281 -0.171
H 2.365 -2.845 -3.695
H 4.345 -4.327 -3.255
H 3.089 0.781 -3.563
H -0.133 -0.587 0.152
H 0.844 -1.320 2.900
H 4.221 8.908 2.156
H 5.029 3.689 2.132
H 4.852 5.013 -6.545
H 9.174 4.241 1.044
H 4.158 4.471 0.070
H 2.732 -4.910 -1.199
H -0.652 -0.565 -2.186
H 6.636 2.112 -1.998
H 1.369 6.624 -0.111
H 1.936 8.270 1.965
H -3.233 5.845 0.912
H 0.314 6.421 -4.130
H 3.143 4.452 3.654
H 3.110 5.802 -0.460
H 1.877 2.040 -3.292
H 2.852 -3.671 -5.223
H 5.696 -3.226 1.215
H 5.738 -5.624 0.428
H 1.498 3.896 -5.783
H -4.492 -6.884 -4.214
H -0.080 4.505 -6.009
H -0.420 -2.227 1.918
H 4.572 7.728 3.418
H -1.554 1.803 3.169
H 3.271 -2.024 -4.958
H -1.556 -3.862 -4.601
H -0.912 -5.703 0.702
H 6.272 4.750 3.991
H -2.590 3.791 -3.881
H 0.357 3.891 -4.396
H -1.613 4.527 2.393
H 1.386 0.346 -3.672
H -2.076 6.047 3.188
H -3.039 -4.738 -1.403
H 2.822 -3.596 1.249
H -6.596 1.828 -6.064
H -5.927 -5.282 8.583
H -3.338 1.675 7.116
H -2.563 -3.089 2.888
H -6.460 -6.764 7.834
H -0.668 -4.877 -2.253
H 5.265 -3.525 -4.575
H -2.043 4.144 -1.333
H 1.442 -1.278 0.587
H 7.210 -2.970 0.327
H -3.178 -8.713 0.564
H -8.485 -7.532 3.986
H -8.524 -6.611 5.443
H -2.809 -2.433 4.548
H -0.810 -0.721 2.555
H -0.736 4.007 -2.460
H 1.172 4.366 -0.304
H 0.402 -5.879 -1.313
H 2.970 2.756 3.325
H 6.887 3.082 0.252
H -4.035 -8.153 2.034
H -1.591 -1.327 -4.315
H 7.576 -0.083 -2.705
H -8.818 -5.886 7.553
H -3.448 -2.324 0.393
H -3.656 -5.636 -3.437
H 0.512 2.920 3.958
H -2.079 -7.380 3.099
H 0.331 2.101 -6.864
H 2.993 5.182 1.219
H 7.120 -5.137 1.520
H 7.374 1.327 -0.708
H -5.971 -5.332 -2.019
H 8.593 5.381 3.499
H -1.628 5.595 0.156
H -2.763 -4.866 4.679
H 4.471 3.609 -2.451
H -3.279 0.011 3.297
H -1.530 3.072 5.559
H -1.284 8.121 -3.175
H 5.907 0.045 -3.025
H 0.065 -2.751 -0.736
H 6.984 5.265 -5.321
H -1.169 2.611 -1.499
H 3.069 3.995 -4.767
H 6.940 4.588 -2.959
H -3.592 2.889 -2.753
H -4.355 -0.270 5.488
H -4.142 -3.392 -1.587
H -5.173 -5.202 -4.217
H -4.140 -2.498 3.296
H 0.599 -4.328 2.513
H -6.271 -6.909 -2.550
H -2.012 -2.602 -0.541
H 4.203 7.186 1.788
H 5.567 1.400 -0.791
H -5.630 2.696 -7.302
H -2.353 -3.715 0.831
H -6.339 1.170 -7.682
H -7.183 -5.783 2.839
H -3.827 -5.000 3.254
H 2.965 1.112 -1.202
H -8.285 -5.673 9.257

***

Entry 2:
230
Properties=species:S:1:pos:R:3 method="wB97M-V/def2-TZVPD" charge=-1 homo_ev="0.6 / -7.0" s_squared=0.7505 energy_ev=-125886.091 lumo_ev="1.802 / 1.796" spin_multiplicity=2
O 23.084 1.106 5.557
O 15.026 14.532 4.199
O 10.626 10.784 12.333
O 19.943 9.298 14.209
O 16.071 8.651 8.715
O 8.712 4.196 9.707
O 14.972 2.045 6.634
O 13.147 19.362 7.441
O 10.061 2.520 5.128
O 22.569 8.080 6.373
O 12.907 13.952 8.972
O 11.869 0.766 6.377
O 11.289 4.639 11.688
O 11.148 16.551 8.957
O 15.783 -1.275 7.624
O 22.991 12.512 11.468
O 19.952 11.284 11.533
O 26.494 10.416 4.602
O 18.055 4.074 8.606
O 10.815 5.932 6.424
O 18.527 15.060 -0.373
O 14.821 9.013 11.500
O 17.751 10.082 6.964
O 15.629 5.182 6.093
O 25.727 8.347 5.978
O 15.802 15.637 1.348
O 21.373 3.095 7.341
O 10.434 12.879 14.522
O 9.899 16.145 16.325
O 14.261 3.660 11.822
C 23.593 7.092 5.963
C 20.127 3.748 7.372
C 16.769 -1.806 6.846
C 11.503 13.973 8.536
C 17.270 15.714 -0.679
C 11.473 17.860 8.447
C 17.909 10.192 5.577
C 13.547 12.642 8.996
C 24.187 13.277 11.124
C 21.299 1.660 7.250
C 14.875 8.005 9.124
C 15.671 0.829 6.382
C 14.457 15.510 3.371
C 12.450 5.515 11.722
C 23.132 2.391 5.012
C 21.480 8.187 5.551
C 15.517 16.275 2.573
C 12.129 -0.321 7.227
C 14.843 3.018 5.640
C 9.427 11.211 13.086
C 20.885 9.271 15.251
C 11.098 6.179 7.766
C 20.482 11.384 12.885
C 18.045 8.714 7.365
C 9.454 12.698 13.505
C 25.609 9.596 6.787
C 9.911 15.455 15.130
C 9.974 4.854 6.093
C 17.111 3.593 9.539
C 22.707 1.043 6.989
C 8.945 4.467 11.083
C 10.755 1.588 4.311
C 11.223 0.453 5.100
C 25.560 10.666 5.702
C 16.823 16.369 0.647
C 16.255 5.498 4.802
C 13.773 4.872 12.293
C 11.039 15.430 8.049
C 14.425 4.484 5.965
C 14.366 19.505 6.824
C 22.079 12.358 10.434
C 19.284 3.253 8.513
C 15.902 0.095 7.763
C 10.802 3.673 5.474
C 11.793 10.301 13.096
C 24.993 7.291 6.566
C 15.177 13.244 3.445
C 12.924 18.053 7.982
C 14.062 8.758 10.319
C 26.469 11.599 3.719
C 10.115 13.970 15.478
C 9.517 17.528 16.225
C 10.049 5.377 11.490
C 15.655 10.173 11.642
C 21.003 11.210 10.514
C 19.508 10.676 13.897
C 16.803 7.960 7.685
C 19.638 15.885 -0.750
C 15.250 3.033 12.560
C 9.657 3.187 9.275
H 18.741 8.164 6.733
H 11.372 13.252 7.729
H 10.098 17.985 15.423
H 13.676 9.693 9.915
H 17.077 4.882 4.439
H 10.416 -0.222 5.384
H 21.494 10.246 10.648
H 15.569 12.477 4.113
H 20.481 15.205 -0.877
H 8.489 17.782 15.964
H 14.963 2.856 13.597
H 16.005 10.194 12.674
H 10.238 6.397 8.400
H 16.496 4.405 9.926
H 17.723 -1.420 7.205
H 16.380 17.355 0.513
H 21.121 8.303 15.694
H 20.130 4.836 7.307
H 10.604 15.763 14.348
H 17.469 3.103 10.445
H 10.761 13.685 9.281
H 20.788 8.895 6.006
H 23.809 14.288 10.967
H 21.943 8.795 4.774
H 10.638 13.880 16.431
H 10.039 15.400 7.617
H 16.803 -1.448 5.818
H 23.777 7.151 4.890
H 15.478 5.404 4.043
H 14.276 19.165 5.793
H 13.545 17.920 8.868
H 11.526 3.983 4.720
H 15.078 0.454 8.379
H 27.184 11.342 2.937
H 11.951 -0.129 4.536
H 13.730 4.932 5.255
H 19.881 3.399 9.413
H 15.129 0.172 5.701
H 9.391 2.294 9.839
H 8.445 12.981 13.804
H 23.454 1.743 7.364
H 12.630 5.825 10.693
H 24.964 7.393 7.651
H 23.854 3.070 5.467
H 9.406 2.718 8.323
H 15.021 11.037 11.441
H 9.597 13.443 12.722
H 22.594 12.237 9.481
H 9.100 13.756 15.812
H 13.735 15.170 2.629
H 13.464 12.121 8.042
H 11.278 18.568 9.253
H 21.526 13.295 10.384
H 20.935 7.293 5.249
H 14.042 4.325 6.973
H 10.182 1.000 3.594
H 23.204 2.311 3.927
H 15.620 3.036 4.876
H 24.741 12.895 10.266
H 9.356 4.557 6.940
H 14.581 20.563 6.974
H 14.218 7.716 8.304
H 8.912 3.526 11.631
H 17.157 6.933 7.778
H 17.108 10.752 5.095
H 8.118 5.042 11.501
H 16.495 10.107 10.951
H 9.654 5.737 12.440
H 14.486 5.696 12.274
H 13.220 11.896 9.720
H 16.511 16.230 3.019
H 14.000 2.584 5.104
H 13.158 8.161 10.441
H 18.570 10.409 13.410
H 12.736 10.641 12.668
H 11.719 9.235 13.313
H 11.674 7.099 7.870
H 20.717 12.374 13.274
H 19.557 3.515 6.473
H 10.664 18.209 7.805
H 19.360 11.308 14.772
H 22.158 2.875 4.946
H 8.472 11.082 12.577
H 12.193 6.419 12.274
H 15.864 13.402 2.613
H 16.192 7.980 6.782
H 18.838 10.759 5.523
H 24.582 10.875 5.266
H 11.683 5.357 8.178
H 25.480 11.668 3.265
H 25.740 11.642 6.152
H 16.371 2.906 9.129
H 16.817 0.455 8.232
H 23.160 6.121 6.205
H 11.847 10.894 14.009
H 20.673 1.395 6.398
H 9.381 10.562 13.961
H 11.207 -0.780 7.583
H 12.649 -1.044 6.599
H 21.425 10.869 13.067
H 13.605 4.801 13.368
H 16.429 15.094 -0.989
H 24.730 9.749 7.413
H 13.939 16.193 4.045
H 20.680 9.869 16.138
H 25.410 6.285 6.529
H 9.661 17.862 17.252
H 10.701 3.500 9.280
H 16.768 -2.896 6.847
H 10.118 6.194 10.772
H 17.739 16.469 1.230
H 15.369 7.092 9.456
H 9.247 5.061 5.307
H 16.167 3.621 12.559
H 11.814 15.722 7.341
H 14.227 12.911 3.029
H 11.455 3.508 6.331
H 26.648 12.581 4.155
H 14.623 12.788 9.093
H 19.136 2.173 8.526
H 16.619 0.963 5.861
H 17.947 9.348 4.888
H 24.777 13.248 12.040
H 19.585 16.381 -1.720
H 15.477 2.084 12.074
H 15.159 17.265 2.289
H 12.697 0.015 8.095
H 13.185 17.350 7.191
H 21.819 9.635 14.822
H 22.802 0.061 7.454
H 8.923 15.427 14.671
H 15.211 18.908 7.168
H 20.416 11.276 9.598
H 18.700 8.852 8.226
H 20.847 1.130 8.088
H 16.724 6.482 4.803
H 11.569 2.045 3.748
H 19.976 16.545 0.048
H 26.437 9.759 7.477
H 17.402 16.567 -1.344